{"formula": "C5H8ClO2", "method": "wB97M-V/def2-TZVPD", "multiplicity": 1, "total_charge": 1, "lumo_ev": -5.3, "e_tot_ha": -805.6614, "homo_ev": -15.93, "elements": ["Cl", "O", "O", "C", "C", "C", "C", "C", "H", "H", "H", "H", "H", "H", "H", "H"], "xyz": [[-2.190, 1.877, -2.400], [0.092, -1.185, -0.270], [0.111, 0.581, 0.917], [-1.113, 2.162, -0.973], [-0.502, -0.296, -1.213], [0.507, -0.571, 0.795], [1.321, -1.320, 1.737], [-1.229, 0.835, -0.558], [1.025, -1.138, 2.739], [2.424, -0.941, 1.613], [-1.567, 3.034, -0.551], [-0.059, 2.337, -1.345], [0.282, 0.189, -1.864], [1.389, -2.319, 1.483], [-1.103, -0.993, -1.793], [-2.038, 0.807, 0.133]], "nbo_charge": [0.091, -0.424, -0.513, -0.432, -0.164, 0.840, -0.713, 0.190, 0.277, 0.289, 0.286, 0.251, 0.225, 0.264, 0.275, 0.256]}

{"formula": "C44H98N6O6", "method": "wB97M-V/def2-TZVPD", "multiplicity": 1, "total_charge": 0, "lumo_ev": 0.4, "e_tot_ha": -2515.0080, "homo_ev": -8.22, "elements": ["O", "O", "O", "O", "O", "O", "N", "N", "N", "N", "N", "N", "C", "C", "C", "C", "C", "C", "C", "C", "C", "C", "C", "C", "C", "C", "C", "C", "C", "C", "C", "C", "C", "C", "C", "C", "C", "C", "C", "C", "C", "C", "C", "C", "C", "C", "C", "C", "C", "C", "C", "C", "C", "C", "C", "C", "H", "H", "H", "H", "H", "H", "H", "H", "H", "H", "H", "H", "H", "H", "H", "H", "H", "H", "H", "H", "H", "H", "H", "H", "H", "H", "H", "H", "H", "H", "H", "H", "H", "H", "H", "H", "H", "H", "H", "H", "H", "H", "H", "H", "H", "H", "H", "H", "H", "H", "H", "H", "H", "H", "H", "H", "H", "H", "H", "H", "H", "H", "H", "H", "H", "H", "H", "H", "H", "H", "H", "H", "H", "H", "H", "H", "H", "H", "H", "H", "H", "H", "H", "H", "H", "H", "H", "H", "H", "H", "H", "H", "H", "H", "H", "H", "H", "H"], "xyz": [[14.915, -14.461, 10.857], [12.086, -22.182, 4.867], [11.238, -16.848, 0.467], [11.126, -13.941, 6.864], [8.977, -10.689, 12.401], [10.988, -19.818, 15.361], [15.056, -10.840, 10.603], [12.854, -22.978, 5.765], [11.795, -15.054, 7.394], [8.988, -15.047, 1.756], [9.286, -11.322, 13.636], [10.117, -19.042, 14.558], [10.995, -15.723, 8.407], [12.661, -15.766, 6.443], [6.954, -11.147, 14.609], [11.685, -19.126, 12.766], [7.998, -20.102, 15.475], [9.592, -12.730, 13.432], [8.822, -18.829, 15.186], [10.029, -20.962, 12.919], [15.491, -13.199, 10.618], [12.954, -21.128, 7.340], [9.317, -12.881, 16.012], [15.123, -24.230, 6.851], [13.280, -24.215, 5.095], [8.451, -10.806, 14.718], [14.505, -23.011, 7.520], [10.016, -14.810, 0.670], [9.026, -18.100, 16.520], [15.798, -15.531, 10.626], [11.259, -15.576, 1.071], [13.564, -12.302, 9.293], [13.707, -14.785, 5.937], [14.036, -25.040, 6.122], [9.033, -11.373, 16.022], [12.513, -17.707, 8.188], [11.863, -16.428, 5.328], [10.242, -13.301, 0.608], [11.998, -24.994, 4.794], [10.705, -12.839, 12.387], [7.915, -18.382, 12.861], [12.361, -17.615, 0.807], [11.843, -16.744, 9.159], [13.372, -16.878, 7.253], [8.622, -9.303, 14.740], [9.724, -16.437, 7.841], [10.532, -14.719, 9.474], [14.410, -12.148, 10.556], [9.323, -18.579, 12.267], [14.100, -24.079, 3.818], [10.131, -13.263, 14.756], [8.388, -13.579, 13.010], [14.821, -21.354, 5.700], [13.772, -22.125, 6.508], [10.237, -19.442, 13.149], [8.042, -17.876, 14.283], [13.769, -17.592, 6.517], [7.536, -20.544, 14.595], [10.249, -12.604, 11.424], [15.111, -23.674, 3.968], [9.341, -21.371, 13.652], [15.523, -16.332, 11.311], [10.987, -21.471, 13.020], [12.404, -19.672, 13.376], [8.975, -16.460, 8.630], [13.807, -23.402, 8.270], [11.927, -18.064, 12.846], [12.349, -21.598, 8.113], [14.315, -15.300, 5.185], [13.746, -12.324, 11.407], [14.288, -20.712, 4.971], [15.559, -24.891, 7.608], [11.172, -17.214, 9.885], [8.495, -16.881, 14.269], [12.372, -17.819, 1.890], [7.851, -13.209, 12.135], [15.330, -20.614, 6.313], [14.147, -12.138, 8.382], [7.051, -17.772, 14.742], [11.412, -12.042, 12.625], [14.262, -25.078, 3.415], [11.280, -13.089, 0.370], [11.824, -18.391, 7.698], [10.437, -14.264, 6.261], [7.295, -19.957, 16.291], [14.634, -25.816, 5.635], [10.018, -13.101, 16.817], [6.541, -10.944, 13.626], [15.255, -22.455, 8.087], [14.397, -10.074, 10.568], [9.561, -15.355, -0.160], [11.263, -15.672, 4.801], [10.167, -14.356, 14.704], [9.839, -18.510, 17.116], [8.684, -14.617, 12.837], [12.312, -18.564, 0.282], [8.696, -20.860, 15.855], [13.180, -18.346, 8.776], [12.424, -16.984, 4.576], [11.257, -15.639, 2.173], [11.113, -17.120, 5.714], [11.143, -12.895, 14.940], [9.735, -10.124, 12.225], [6.794, -12.183, 14.908], [11.155, -13.825, 12.322], [12.187, -15.057, 0.795], [7.629, -13.596, 13.794], [6.429, -10.578, 15.382], [12.164, -26.007, 4.430], [9.197, -17.029, 16.372], [13.174, -13.319, 9.174], [12.721, -11.615, 9.371], [16.265, -12.929, 11.348], [14.338, -14.419, 6.740], [15.478, -21.929, 5.053], [15.967, -23.946, 6.216], [8.062, -14.824, 1.407], [8.978, -16.042, 1.957], [11.338, -14.547, 10.189], [8.233, -11.212, 16.758], [7.258, -17.744, 12.272], [8.371, -13.408, 16.130], [9.583, -14.967, 9.946], [9.152, -19.145, 11.348], [9.688, -9.055, 14.687], [13.185, -13.995, 5.395], [10.365, -13.706, 9.096], [9.545, -12.837, -0.091], [9.799, -17.627, 12.024], [9.931, -17.475, 7.587], [12.200, -20.606, 6.745], [7.496, -19.395, 12.830], [11.538, -19.158, 15.793], [14.249, -16.439, 7.734], [9.702, -21.113, 11.891], [16.849, -15.270, 10.788], [12.724, -21.843, 4.223], [16.007, -13.202, 9.637], [9.890, -10.795, 16.371], [8.121, -18.112, 17.131], [12.629, -16.234, 9.722], [15.666, -10.738, 9.800], [15.706, -15.874, 9.587], [9.967, -12.897, 1.581], [13.286, -17.064, 0.594], [11.403, -24.450, 4.053], [11.365, -25.002, 5.682], [8.254, -8.845, 15.660], [9.333, -15.908, 6.973], [11.892, -19.458, 11.741], [13.684, -20.398, 7.689], [13.700, -23.370, 3.089], [8.148, -8.808, 13.893], [13.375, -25.470, 6.871]], "lowdin_charge": [-0.186, -0.021, -0.182, -0.017, -0.019, -0.019, 0.034, -0.080, -0.106, 0.009, -0.103, -0.103, -0.494, -0.510, -0.023, -0.050, -0.029, -0.526, -0.520, -0.008, -0.235, -0.031, -0.162, -0.182, -0.534, -0.532, -0.148, -0.395, -0.031, -0.110, -0.229, -0.057, -0.020, -0.137, -0.136, -0.180, -0.026, -0.056, -0.040, -0.035, -0.166, -0.116, -0.134, -0.125, -0.049, -0.010, -0.040, -0.440, -0.132, -0.027, -0.134, -0.021, -0.024, -0.525, -0.499, -0.147, 0.118, 0.068, 0.073, 0.069, 0.064, 0.088, 0.078, 0.075, 0.073, 0.121, 0.084, 0.091, 0.088, 0.131, 0.084, 0.111, 0.114, 0.107, 0.080, 0.090, 0.085, 0.078, 0.129, 0.088, 0.090, 0.068, 0.092, 0.088, 0.077, 0.122, 0.107, 0.088, 0.124, 0.068, 0.134, 0.077, 0.114, 0.078, 0.074, 0.088, 0.085, 0.105, 0.079, 0.118, 0.072, 0.123, 0.103, 0.062, 0.084, 0.121, 0.060, 0.085, 0.087, 0.076, 0.057, 0.078, 0.127, 0.076, 0.066, 0.105, 0.064, 0.063, 0.059, 0.118, 0.111, 0.102, 0.078, 0.112, 0.090, 0.083, 0.081, 0.073, 0.104, 0.067, 0.076, 0.105, 0.103, 0.104, 0.081, 0.087, 0.075, 0.130, 0.119, 0.083, 0.117, 0.071, 0.076, 0.074, 0.089, 0.080, 0.089, 0.088, 0.077, 0.086, 0.071, 0.083, 0.081, 0.123]}

{"formula": "C11H10N3O", "method": "wB97M-V/def2-TZVPD", "multiplicity": 1, "total_charge": 1, "lumo_ev": -4.6, "e_tot_ha": -664.2123, "homo_ev": -12.71, "elements": ["O", "N", "N", "N", "C", "C", "C", "C", "C", "C", "C", "C", "C", "C", "C", "H", "H", "H", "H", "H", "H", "H", "H", "H", "H"], "xyz": [[0.694, 3.367, -3.117], [0.514, 3.709, -1.793], [0.526, -0.063, -0.077], [0.852, -1.317, 0.178], [0.507, 1.481, -1.977], [-0.179, 1.325, 1.098], [0.348, 2.615, -1.055], [-0.052, 2.538, 0.357], [0.953, -1.918, 1.511], [0.965, -1.048, -2.008], [-2.611, 1.590, 0.021], [1.218, -1.917, -0.963], [0.790, 2.087, -3.164], [-1.358, 1.804, 0.488], [0.599, 0.166, -1.374], [0.371, -1.279, 2.186], [2.016, -1.825, 1.717], [0.557, -2.967, 1.666], [-0.033, 3.506, 0.832], [-3.001, 2.387, -0.543], [0.896, 1.690, -4.230], [-3.204, 0.698, 0.186], [0.017, 1.057, 2.182], [1.505, -2.942, -0.849], [1.137, -1.044, -3.029]], "nbo_charge": [-0.223, -0.103, -0.150, -0.134, -0.236, 0.105, 0.182, -0.336, -0.422, -0.277, -0.225, 0.029, 0.211, -0.073, 0.181, 0.224, 0.234, 0.258, 0.292, 0.225, 0.236, 0.233, 0.275, 0.245, 0.248]}

{"formula": "C7H16BClO7P", "method": "wB97M-V/def2-TZVPD", "multiplicity": 1, "total_charge": -1, "lumo_ev": 0.3, "e_tot_ha": -1629.4341, "homo_ev": -3.82, "elements": ["Cl", "P", "O", "O", "O", "O", "O", "O", "O", "C", "C", "C", "C", "C", "C", "C", "B", "H", "H", "H", "H", "H", "H", "H", "H", "H", "H", "H", "H", "H", "H", "H", "H"], "xyz": [[-3.285, -0.923, -0.137], [1.810, 1.139, 2.472], [2.451, 1.050, 3.978], [-0.813, -0.979, -1.002], [2.803, 1.664, 1.478], [-0.577, -1.892, -4.630], [-2.711, -0.879, -4.106], [1.149, 2.640, 2.881], [2.075, -0.504, 2.163], [-0.169, 2.586, 3.449], [1.072, -1.125, 1.327], [-2.047, 0.565, -2.293], [3.175, -0.084, 4.437], [-1.726, 0.047, -3.739], [-0.310, -0.629, -4.047], [-1.850, -0.487, -1.175], [-1.963, -2.183, -4.209], [1.031, -0.627, 0.359], [-1.822, -2.557, -3.042], [4.032, -0.287, 3.792], [0.503, -0.561, -3.288], [-0.165, 1.990, 4.366], [2.526, -0.956, 4.494], [-2.613, -2.958, -4.866], [1.338, -2.169, 1.185], [-0.484, 3.601, 3.686], [-0.871, 2.155, 2.732], [0.069, -0.021, -4.908], [-1.469, 1.468, -1.991], [-1.681, 0.991, -4.334], [-3.123, 0.854, -2.284], [3.546, 0.136, 5.438], [0.098, -1.067, 1.815]], "nbo_charge": [-0.158, 2.338, -0.809, -0.519, -1.031, -0.727, -0.721, -0.681, -0.717, -0.277, -0.274, -0.532, -0.241, 0.105, -0.091, 0.629, 0.438, 0.216, -0.190, 0.189, 0.162, 0.176, 0.182, -0.129, 0.203, 0.196, 0.178, 0.144, 0.219, 0.149, 0.225, 0.178, 0.171]}

Looking at gap between HOMO and LUMO for the records above, in order, we have 0.3923, 0.3151, 0.2971, 0.1526 Ha.